# 1
{"formula": "C7H12O", "method": "ωB97M-V/def2-TZVPD", "elements": ["C", "C", "C", "C", "C", "C", "C", "H", "H", "H", "H", "H", "H", "H", "H", "H", "H", "O", "H", "H"], "positions_angstrom": [[1.75, 1.25, -2.48], [1.00, 1.83, -1.57], [0.10, 1.03, -0.71], [0.73, 0.44, 0.34], [-0.09, 0.06, 1.45], [-0.71, -1.12, 1.52], [-1.60, -1.38, 2.68], [2.05, 0.23, -2.27], [2.44, 1.74, -3.29], [0.76, 2.85, -1.43], [-0.94, 1.23, -0.90], [1.78, 0.26, 0.44], [-0.23, 0.98, 2.14], [-0.50, -2.04, 0.80], [-2.61, -1.71, 2.26], [-1.33, -2.10, 3.43], [-1.97, -0.41, 3.26], [-0.30, -1.31, -2.09], [0.61, -1.02, -2.11], [-0.93, -0.82, -1.50]], "gap_ev": 10.1, "e_tot_ha": -349.01629, "max_force_ev_per_a": 3.93, "smiles": "C=C/C=C/C=C/C.O", "e_lumo_ev": 1.05, "homo_energy_ev": -9.082, "de_lowest_ev": 3.6015}

=====

# 2
{"formula": "C31H30CrN4O4STe", "method": "ωB97M-V/def2-TZVPD", "elements": ["Cr", "C", "O", "C", "C", "C", "C", "C", "C", "N", "C", "N", "C", "C", "C", "C", "C", "C", "O", "C", "N", "C", "C", "C", "C", "C", "C", "O", "C", "H", "H", "H", "H", "H", "H", "H", "H", "H", "H", "H", "H", "H", "H", "H", "H", "H", "H", "H", "H", "H", "H", "C", "C", "O", "C", "C", "C", "C", "C", "C", "H", "H", "H", "H", "H", "H", "H", "H", "S", "C", "N", "Te"], "positions_angstrom": [[0.24, 0.23, -0.05], [-0.45, -6.33, -1.14], [-1.58, -6.45, -0.25], [-1.34, -6.15, 1.07], [-1.50, -7.15, 2.01], [-1.28, -6.89, 3.35], [-0.91, -5.61, 3.75], [-0.79, -4.60, 2.81], [-1.00, -4.86, 1.46], [-0.96, -3.86, 0.47], [-0.18, -2.73, 0.46], [0.95, -2.85, 1.14], [1.73, -1.81, 1.73], [1.53, -0.47, 1.40], [2.39, 0.41, 2.10], [3.35, -0.02, 3.00], [3.51, -1.38, 3.28], [2.68, -2.27, 2.64], [2.75, -3.65, 2.82], [2.79, -4.08, 4.16], [-0.51, -1.66, -0.23], [-1.83, -1.77, -0.82], [-2.92, -1.24, -0.13], [-4.22, -1.43, -0.54], [-4.47, -2.17, -1.69], [-3.41, -2.68, -2.41], [-2.09, -2.50, -1.98], [-1.14, -3.16, -2.70], [0.10, -2.48, -3.01], [-0.51, -7.15, -1.84], [0.49, -6.40, -0.58], [-0.47, -5.39, -1.69], [-1.78, -8.14, 1.66], [-1.40, -7.68, 4.08], [-0.75, -5.39, 4.80], [-0.54, -3.59, 3.13], [-1.61, -3.97, -0.29], [1.16, -3.76, 1.51], [2.31, 1.47, 1.90], [4.00, 0.70, 3.49], [4.26, -1.72, 3.98], [3.67, -3.71, 4.69], [2.82, -5.17, 4.14], [1.89, -3.76, 4.71], [-2.71, -0.68, 0.78], [-5.04, -1.01, 0.03], [-5.49, -2.34, -2.03], [-3.56, -3.26, -3.32], [0.52, -3.00, -3.86], [0.80, -2.50, -2.18], [-0.08, -1.43, -3.26], [-0.27, 3.27, -1.75], [-1.19, 2.12, -2.02], [-1.10, 1.07, -1.43], [-2.23, 2.25, -3.09], [-2.35, 3.40, -3.86], [-3.31, 3.48, -4.86], [-4.16, 2.41, -5.09], [-4.04, 1.25, -4.33], [-3.08, 1.18, -3.34], [0.29, 3.08, -0.85], [-0.84, 4.20, -1.67], [0.44, 3.35, -2.58], [-1.69, 4.24, -3.70], [-3.40, 4.38, -5.45], [-4.91, 2.47, -5.87], [-4.69, 0.41, -4.50], [-2.96, 0.29, -2.75], [-1.65, 3.27, 2.87], [-0.75, 2.41, 1.82], [-0.09, 1.81, 1.06], [2.17, 0.41, -1.59]], "gap_ev": [5.3, 5.5], "e_tot_ha": -3429.98605, "s2": 0.85, "charge": -1, "max_force_ev_per_a": 1.64, "multiplicity": 2, "e_lumo_ev": [2.36, 2.34], "homo_energy_ev": [-2.963, -3.191], "de_lowest_ev": 0.1435}

=====

# 3
{"formula": "C3H2N2", "method": "ωB97M-V/def2-TZVPD", "elements": ["C", "C", "C", "N", "N", "H", "H"], "positions_angstrom": [[0.10, 0.84, -0.11], [-1.27, 0.97, 0.04], [1.11, 0.05, -0.07], [-1.63, -0.23, -0.11], [-1.61, -1.36, -0.01], [1.36, -0.44, 1.00], [1.95, 0.17, -0.74]], "gap_ev": [8.7, 8.7], "e_tot_ha": -224.81853, "max_force_ev_per_a": 5.94, "e_lumo_ev": [-0.70, -0.70], "homo_energy_ev": [-9.440, -9.440], "de_lowest_ev": 4.8615}

=====

Please write out number 1 again, unchanged.
{"formula": "C7H12O", "method": "ωB97M-V/def2-TZVPD", "elements": ["C", "C", "C", "C", "C", "C", "C", "H", "H", "H", "H", "H", "H", "H", "H", "H", "H", "O", "H", "H"], "positions_angstrom": [[1.75, 1.25, -2.48], [1.00, 1.83, -1.57], [0.10, 1.03, -0.71], [0.73, 0.44, 0.34], [-0.09, 0.06, 1.45], [-0.71, -1.12, 1.52], [-1.60, -1.38, 2.68], [2.05, 0.23, -2.27], [2.44, 1.74, -3.29], [0.76, 2.85, -1.43], [-0.94, 1.23, -0.90], [1.78, 0.26, 0.44], [-0.23, 0.98, 2.14], [-0.50, -2.04, 0.80], [-2.61, -1.71, 2.26], [-1.33, -2.10, 3.43], [-1.97, -0.41, 3.26], [-0.30, -1.31, -2.09], [0.61, -1.02, -2.11], [-0.93, -0.82, -1.50]], "gap_ev": 10.1, "e_tot_ha": -349.01629, "max_force_ev_per_a": 3.93, "smiles": "C=C/C=C/C=C/C.O", "e_lumo_ev": 1.05, "homo_energy_ev": -9.082, "de_lowest_ev": 3.6015}